DFT (ωB97M-V/def2-TZVPD) results for a structure of composition C56H69ClN2O3SSi in a non-equilibrium geometry.

Computed properties:
* multiplicity: 1
* total charge: 0
* DFT total energy: -99546.3056 eV

Structure (XYZ):
```
133
Properties=species:S:1:pos:R:3:forces:R:3:lowdin_charge:R:1
Cl -1.75300 -0.46260 2.20590 0.0 0.4 -0.5 0.7251
S 2.51443 3.46004 -1.74102 0.5 -0.6 0.4 1.0413
Si -1.61160 1.66794 -0.62760 -0.8 0.7 0.5 0.5716
O 3.07757 -2.47161 3.50386 -0.1 -0.6 -0.1 -0.0179
O 2.46221 -1.31531 2.92703 -0.1 0.4 0.1 -0.1229
O 3.11270 -5.30459 -3.69839 -0.1 -0.2 0.2 -0.1951
N 1.08193 2.89271 -1.38838 -0.5 0.1 0.0 -0.2703
N 3.44050 2.34030 -1.02792 0.0 0.4 -0.2 -0.2084
C 4.96952 -0.97797 -0.55690 -0.7 0.2 -0.1 -0.1544
C 8.78043 2.72774 2.66044 0.0 0.0 0.0 -0.0980
C -2.55473 8.94166 -1.13166 0.0 0.0 0.0 -0.0997
C -0.51560 -3.19675 7.66649 0.0 0.0 0.0 -0.1007
C 1.21025 1.75813 -0.67918 0.3 0.5 -0.2 -0.3182
C 0.12065 0.96423 -0.18814 0.1 -0.4 -0.1 -0.0985
C -3.69533 7.79387 1.12424 0.0 0.0 0.0 -0.0868
C -1.75060 8.31313 -0.19117 0.0 0.0 0.0 -0.0989
C -2.36841 -2.58001 6.27150 0.0 0.0 0.0 -0.0942
C -5.27091 6.32237 4.39725 0.0 0.0 0.0 -0.1042
C -6.00738 4.03466 4.33684 0.0 0.0 0.0 -0.0947
C 7.90558 3.32146 1.76104 0.0 0.0 0.0 -0.0956
C -0.94928 -2.19959 0.12818 -0.1 0.2 0.4 -0.2354
C -5.73122 0.94205 -5.46208 0.0 0.0 0.0 -0.0966
C -6.29021 5.38527 4.49083 0.0 0.0 0.0 -0.0952
C -5.24858 1.69324 -4.39962 0.0 0.0 0.0 -0.0992
C -4.70631 3.62158 4.08673 0.0 0.0 0.0 -0.0931
C 1.31260 -10.84309 -4.79578 0.0 0.0 0.0 -0.0988
C -7.92753 1.85162 -5.10544 0.0 0.0 0.0 -0.0985
C 1.67972 -9.63721 -4.21472 0.0 0.0 0.0 -0.0938
C 2.27993 -4.37746 -3.02658 0.2 0.2 -0.5 -0.2286
C 6.53603 3.24927 1.97390 0.0 0.0 0.0 -0.1009
C 2.94924 -9.11984 -4.43218 0.0 0.1 0.0 -0.1000
C -3.96810 5.90698 4.15667 0.0 0.0 0.1 -0.1170
C 6.04220 2.58926 3.09063 0.0 0.0 0.0 -0.1018
C -0.12381 -2.12445 5.54501 0.1 0.0 0.0 -0.0836
C 3.13386 -2.33949 -1.76047 0.1 0.1 -0.4 -0.2032
C 3.48830 -11.02072 -5.80253 0.0 0.0 0.0 -0.0987
C -1.88388 -3.13984 7.44351 0.0 0.0 0.0 -0.1010
C 0.36097 -2.68831 6.71981 0.0 0.0 -0.1 -0.0952
C 4.14397 -1.19104 -1.83323 0.1 -0.4 -0.1 -0.1879
C 4.38324 0.01999 0.48239 0.0 -0.1 -0.3 -0.1163
C 2.91773 0.32103 0.29739 0.1 -0.3 0.3 -0.1029
C 0.49256 -0.14175 0.57171 -0.3 0.7 -0.4 -0.1701
C -0.46469 -1.15464 1.16406 0.0 -0.6 -0.3 -0.5911
C -2.14775 2.75210 0.83622 0.5 -0.6 -0.1 -0.1815
C -3.00739 0.45374 -0.94064 0.2 0.2 -0.2 -0.1834
C -7.44619 2.59725 -4.03847 0.0 0.0 0.0 -0.0968
C 1.87671 -0.44666 0.79900 1.0 0.5 -0.4 -0.0822
C 2.59701 1.47240 -0.47283 -0.9 -0.7 0.5 -0.3254
C -1.48984 -2.07377 5.31921 -0.3 0.0 0.1 -0.1034
C 3.85286 -9.81136 -5.22718 0.0 0.0 0.0 -0.0935
C 2.27210 -1.67575 1.56494 0.1 -0.3 0.2 -0.1712
C -2.23834 -2.94542 0.46353 0.4 -0.4 -0.5 -0.1091
C 6.91658 1.99697 3.99092 0.0 0.0 0.0 -0.0985
C -7.07055 1.02324 -5.81662 0.0 0.0 0.0 -0.0987
C -1.62524 2.81796 -2.11902 0.5 -0.7 -0.2 -0.1950
C -2.32160 7.73767 0.93563 0.0 0.0 0.0 -0.0944
C -3.92959 8.99178 -0.94728 0.0 0.0 0.0 -0.0986
C 2.81440 -2.93964 -3.14036 -0.6 0.0 1.0 -0.1580
C -3.68605 4.55844 4.00088 0.0 0.0 0.0 -0.0912
C -4.49952 8.41963 0.18167 0.0 0.0 0.0 -0.0913
C -6.10588 2.51965 -3.68679 0.0 0.0 0.0 -0.0970
C 2.90796 -5.34669 -5.09464 0.1 0.0 -0.2 -0.1102
C 2.21732 -11.53567 -5.58828 0.0 0.0 0.0 -0.0998
C 8.28600 2.06376 3.77445 0.0 0.0 0.0 -0.0986
H 3.53057 -3.11516 -1.10726 0.1 -0.2 0.1 0.1093
H 4.84240 -9.40705 -5.39783 0.0 0.0 0.0 0.1008
H 0.56524 -1.72463 4.81171 0.0 0.0 -0.1 0.0859
H -1.03011 3.70093 -1.94184 -0.2 0.3 0.0 0.0040
H 0.32078 -11.24390 -4.63043 0.0 0.0 0.0 0.0990
H -2.67049 4.23689 3.80842 0.0 0.0 0.0 0.0985
H -5.57143 8.46094 0.32719 0.0 0.0 0.0 0.1004
H -8.97173 1.91585 -5.38297 0.0 0.0 0.0 0.0994
H -4.13888 7.34900 2.00273 0.0 0.0 0.0 0.0700
H 5.09083 -1.95136 -0.08822 0.2 -0.1 0.1 0.1004
H 3.19430 -2.10906 1.20805 0.4 0.0 -0.3 0.1105
H 3.49478 -2.11891 4.29623 0.0 0.3 0.1 0.1015
H -1.16292 2.31786 -2.97085 0.0 0.0 -0.2 0.0308
H -1.69466 7.24403 1.66810 0.0 0.0 0.0 0.0973
H -0.67868 8.27136 -0.33651 0.0 0.0 0.0 0.0984
H 2.13464 -4.65727 -5.43020 -0.2 0.1 0.1 0.0880
H 3.82009 -5.08219 -5.62465 0.2 0.0 0.0 0.0863
H 3.65213 -0.28593 -2.18089 0.0 0.2 0.0 0.1075
H 1.93191 -12.47738 -6.03915 0.0 0.0 0.0 0.0990
H -0.13276 -3.63676 8.57852 0.0 0.0 0.0 0.0988
H 2.62106 -6.35215 -5.38870 -0.1 -0.2 -0.1 0.0693
H -3.17020 6.63597 4.08832 0.0 0.0 0.0 0.0994
H -3.43606 -2.53584 6.09635 0.0 0.0 0.0 0.0995
H 2.01412 -2.32823 -3.54870 0.2 0.2 -0.5 0.1112
H -5.06334 0.29351 -6.01437 0.0 0.0 0.0 0.0995
H -4.55700 9.47692 -1.68398 0.0 0.0 0.0 0.0991
H -2.64700 3.06041 -2.39588 -0.2 0.1 0.1 0.0211
H -3.39174 0.05275 -0.01536 0.0 -0.4 0.2 -0.0020
H 5.85278 3.70651 1.26926 0.0 0.0 0.0 0.0976
H -2.57092 -3.53136 8.18289 0.0 0.0 0.0 0.0989
H -2.10970 9.39226 -2.00947 0.0 0.0 0.0 0.0989
H 8.96824 1.59859 4.47427 0.0 0.0 0.0 0.0993
H -3.10596 -2.49853 0.00784 -0.4 0.4 0.2 0.0593
H 2.22285 -4.67952 -1.98555 0.1 -0.2 0.2 0.1151
H -7.44657 0.44055 -6.64764 0.0 0.0 0.0 0.0993
H 6.53051 1.48268 4.86179 0.0 0.0 0.0 0.0985
H -1.56142 2.47964 1.70904 0.1 0.0 0.2 0.0040
H 1.52850 -2.47354 1.51608 0.2 -0.1 -0.1 0.1137
H 0.11550 -1.75919 1.84461 -0.5 0.4 0.6 0.0606
H -2.37935 -3.09415 1.52622 -0.1 0.2 0.2 0.0613
H -5.72938 3.10419 -2.85659 0.0 0.0 0.0 0.0987
H -3.82615 1.02228 -1.38187 0.0 0.3 0.0 0.0232
H -0.16477 -2.95397 0.10450 0.3 0.0 -0.1 0.1025
H -2.16655 -3.93782 0.02216 0.0 -0.2 0.0 0.0729
H -4.48629 2.56923 3.95877 0.0 0.0 0.0 0.1000
H 8.29152 3.84053 0.89319 0.0 0.0 0.0 0.1000
H -8.11541 3.24002 -3.48132 0.0 0.0 0.0 0.1000
H 2.18355 -2.00523 -1.34802 0.0 0.0 0.4 0.1005
H -1.89359 -1.64191 4.41045 0.2 -0.1 0.2 0.0236
H -2.79306 -0.32623 -1.66211 0.1 -0.4 0.0 0.0290
H 4.19467 -11.56207 -6.41867 0.0 0.0 0.0 0.0991
H -5.49147 7.37638 4.51157 0.0 0.0 0.0 0.1031
H 4.59902 -0.32946 1.48459 -0.1 -0.1 0.2 0.1114
H 1.26959 -4.43480 -3.43602 -0.2 -0.1 0.0 0.1132
H 0.97628 -9.09947 -3.59191 0.0 0.0 0.0 0.1006
H 1.42611 -2.73227 6.89893 0.1 0.0 0.0 0.0956
H 4.90922 0.96002 0.36348 0.1 0.2 0.1 0.0919
H -1.96409 3.79928 0.61852 -0.2 0.2 0.0 0.0244
H 4.97362 2.53520 3.25753 0.0 0.0 0.0 0.1013
H -4.20229 1.63502 -4.12561 0.0 0.0 0.0 0.0896
H 9.84835 2.78217 2.49293 0.0 0.0 0.0 0.0995
H 4.84565 -1.46915 -2.61744 0.2 0.1 -0.1 0.1054
H -7.30569 5.70751 4.68196 0.0 0.0 0.0 0.0997
H 5.94961 -0.63043 -0.86073 0.3 0.1 0.2 0.1061
H 3.23427 -8.17732 -3.98035 0.0 0.0 0.0 0.0905
H -3.18752 2.57276 1.08976 -0.3 0.2 0.0 0.0256
H 3.69516 -2.90295 -3.77006 0.1 -0.1 -0.3 0.1114
H -0.95618 -1.76180 -0.86180 -0.3 0.1 -0.2 0.0991
H -6.80243 3.30382 4.41020 0.0 0.0 0.0 0.0999
```
Forces are in eV/Å.